Record 1
H18O9 | ωB97M-V with the def2-TZVPD basis set

Properties
Multiplicity: 1
Largest force on an atom (eV Å⁻¹): 1.6
E_tot (eV): -18719.8800
Structure (SMILES): O.O.O.O.O.O.O.O.O
Energy above the lowest of the compared OMol25 structures with the same formula, charge and spin (kcal per mole): 52.01

The geometry in XYZ format:
```
27
H18O9 (ωB97M-V with the def2-TZVPD basis set)
O -2.11 0.71 -1.73
H -2.74 1.25 -1.22
H -1.61 1.34 -2.23
O -0.01 -2.70 -0.10
H -0.79 -2.14 -0.15
H 0.66 -2.20 0.39
O 0.13 -0.28 2.57
H -0.71 0.07 2.20
H 0.28 0.22 3.41
O 0.37 0.59 -0.13
H -0.49 0.10 -0.14
H 1.01 -0.05 0.24
O -2.08 -0.46 0.71
H -2.68 -0.13 1.40
H -2.39 -0.13 -0.16
O 2.91 -1.78 -1.69
H 2.86 -1.58 -0.76
H 2.81 -2.73 -1.67
O -0.99 2.65 1.38
H -0.53 2.05 0.79
H -1.11 3.45 0.89
O 2.15 -1.25 1.01
H 2.57 -1.95 1.50
H 1.86 -0.62 1.68
O 0.32 1.66 -3.01
H 0.31 1.34 -2.08
H 0.01 2.57 -3.10
```

Per-atom Mulliken charges, elementary charge units:
1. O -0.6396
2. H 0.3483
3. H 0.2686
4. O -0.6387
5. H 0.3052
6. H 0.4293
7. O -0.5917
8. H 0.2485
9. H 0.3284
10. O -0.6630
11. H 0.3462
12. H 0.2704
13. O -0.6551
14. H 0.2986
15. H 0.3144
16. O -0.6065
17. H 0.3202
18. H 0.2980
19. O -0.6368
20. H 0.4705
21. H 0.3086
22. O -0.6307
23. H 0.2944
24. H 0.2166
25. O -0.6896
26. H 0.3764
27. H 0.3090

***

Record 2
H18O9 | ωB97M-V with the def2-TZVPD basis set

Properties
Multiplicity: 1
Largest force on an atom (eV Å⁻¹): 4.2
E_tot (eV): -18717.3376
Structure (SMILES): O.O.O.O.O.O.O.O.O
Energy above the lowest of the compared OMol25 structures with the same formula, charge and spin (kcal per mole): 110.64

The geometry in XYZ format:
```
27
H18O9 (ωB97M-V with the def2-TZVPD basis set)
O 0.06 0.16 -1.08
H -0.57 -0.24 -1.75
H 0.55 -0.58 -0.78
O 1.91 -1.03 3.35
H 1.75 -0.82 4.34
H 1.13 -1.55 3.27
O 1.01 0.81 2.32
H 0.94 -0.14 2.43
H 0.30 1.11 2.97
O -0.89 2.02 1.20
H -1.65 1.42 0.95
H -1.19 2.80 0.81
O -2.23 -2.71 -1.53
H -2.31 -2.11 -2.29
H -1.81 -2.07 -0.85
O -1.88 -0.77 -3.61
H -1.11 -1.24 -4.07
H -1.80 0.18 -3.68
O 5.15 0.70 -0.24
H 4.33 1.15 -0.08
H 5.71 1.44 -0.39
O -2.46 -2.75 1.29
H -3.04 -2.59 2.02
H -2.16 -3.71 1.37
O -0.01 3.13 -2.01
H 0.13 3.66 -1.23
H 0.14 3.74 -2.74
```

Per-atom Mulliken charges, elementary charge units:
1. O -0.5332
2. H 0.2728
3. H 0.2968
4. O -0.6578
5. H 0.3536
6. H 0.3257
7. O -0.6239
8. H 0.2701
9. H 0.2910
10. O -0.5176
11. H 0.2927
12. H 0.2478
13. O -0.6721
14. H 0.3973
15. H 0.2885
16. O -0.7069
17. H 0.3516
18. H 0.3102
19. O -0.6199
20. H 0.3157
21. H 0.3061
22. O -0.5953
23. H 0.2911
24. H 0.3096
25. O -0.5766
26. H 0.2863
27. H 0.2963

***

Record 3
H18O9 | ωB97M-V with the def2-TZVPD basis set

Properties
Multiplicity: 1
Largest force on an atom (eV Å⁻¹): 1.9
E_tot (eV): -18717.7889
Structure (SMILES): O.O.O.O.O.O.O.O.O
Energy above the lowest of the compared OMol25 structures with the same formula, charge and spin (kcal per mole): 100.23

The geometry in XYZ format:
```
27
H18O9 (ωB97M-V with the def2-TZVPD basis set)
O 0.31 0.87 0.04
H -0.51 0.38 -0.09
H 0.63 0.57 0.89
O 1.84 -3.18 1.23
H 2.27 -2.32 1.13
H 0.97 -2.97 1.59
O 0.57 -1.58 -1.05
H 0.54 -1.55 -0.09
H 0.00 -0.86 -1.33
O -2.19 0.69 -0.86
H -3.07 1.03 -0.70
H -2.33 -0.10 -1.40
O -1.24 2.34 2.60
H -1.31 2.36 1.64
H -1.80 1.60 2.86
O -1.17 -1.37 2.15
H -0.89 -0.45 2.22
H -1.22 -1.67 3.07
O 2.06 -3.42 -1.13
H 2.90 -3.42 -1.60
H 2.12 -2.65 -0.54
O 2.33 2.11 -1.77
H 1.62 2.62 -2.20
H 2.53 2.62 -0.97
O -1.96 3.04 -1.94
H -1.93 2.11 -2.21
H -1.09 3.19 -1.55
```

Per-atom Mulliken charges, elementary charge units:
1. O -0.4366
2. H 0.1329
3. H 0.2990
4. O -0.6471
5. H 0.3310
6. H 0.3041
7. O -0.5609
8. H 0.2930
9. H 0.2844
10. O -0.6216
11. H 0.2905
12. H 0.2916
13. O -0.6297
14. H 0.3298
15. H 0.3070
16. O -0.5964
17. H 0.2818
18. H 0.3062
19. O -0.5087
20. H 0.2621
21. H 0.2651
22. O -0.5913
23. H 0.2912
24. H 0.3050
25. O -0.6314
26. H 0.3560
27. H 0.2930

***

Record 4
H18O9 | ωB97M-V with the def2-TZVPD basis set

Properties
Multiplicity: 1
Largest force on an atom (eV Å⁻¹): 5.0
E_tot (eV): -18717.5612
Structure (SMILES): O.O.O.O.O.O.O.O.O
Energy above the lowest of the compared OMol25 structures with the same formula, charge and spin (kcal per mole): 105.49

The geometry in XYZ format:
```
27
H18O9 (ωB97M-V with the def2-TZVPD basis set)
O -0.57 0.14 -0.84
H 0.36 0.39 -0.93
H -1.01 0.98 -0.63
O 0.57 -3.70 -2.11
H 0.19 -3.98 -2.95
H -0.18 -3.72 -1.50
O 3.44 2.25 -1.30
H 3.94 2.52 -2.08
H 3.91 2.65 -0.57
O -0.95 1.80 3.42
H -1.70 2.19 2.95
H -1.36 1.16 4.01
O -1.47 0.53 1.98
H -2.35 0.90 1.88
H -1.49 -0.28 1.44
O 3.36 -0.05 0.08
H 3.62 0.16 -0.82
H 2.90 -0.89 0.00
O 1.33 -2.14 2.22
H 1.10 -1.89 3.12
H 1.93 -1.44 1.94
O -4.02 -2.46 -3.05
H -4.86 -1.99 -3.07
H -3.49 -1.96 -2.42
O -1.40 3.43 -0.40
H -1.53 3.61 0.53
H -2.28 3.21 -0.73
```

Per-atom Mulliken charges, elementary charge units:
1. O -0.6130
2. H 0.2993
3. H 0.3324
4. O -0.6239
5. H 0.3130
6. H 0.3115
7. O -0.6491
8. H 0.3170
9. H 0.3247
10. O -0.6015
11. H 0.2901
12. H 0.3363
13. O -0.6210
14. H 0.2868
15. H 0.3061
16. O -0.6300
17. H 0.3308
18. H 0.2979
19. O -0.6112
20. H 0.3108
21. H 0.3039
22. O -0.6327
23. H 0.3163
24. H 0.3159
25. O -0.6424
26. H 0.3137
27. H 0.3184

***

Q: Which value of multiplicity does entry 2 give?
A: 1

***

Q: The lowest largest force on an atom belongs to which entry?
A: number 1

***

Please write out number 1 again, unchanged.
H18O9 | ωB97M-V with the def2-TZVPD basis set

Properties
Multiplicity: 1
Largest force on an atom (eV Å⁻¹): 1.6
E_tot (eV): -18719.8800
Structure (SMILES): O.O.O.O.O.O.O.O.O
Energy above the lowest of the compared OMol25 structures with the same formula, charge and spin (kcal per mole): 52.01

The geometry in XYZ format:
```
27
H18O9 (ωB97M-V with the def2-TZVPD basis set)
O -2.11 0.71 -1.73
H -2.74 1.25 -1.22
H -1.61 1.34 -2.23
O -0.01 -2.70 -0.10
H -0.79 -2.14 -0.15
H 0.66 -2.20 0.39
O 0.13 -0.28 2.57
H -0.71 0.07 2.20
H 0.28 0.22 3.41
O 0.37 0.59 -0.13
H -0.49 0.10 -0.14
H 1.01 -0.05 0.24
O -2.08 -0.46 0.71
H -2.68 -0.13 1.40
H -2.39 -0.13 -0.16
O 2.91 -1.78 -1.69
H 2.86 -1.58 -0.76
H 2.81 -2.73 -1.67
O -0.99 2.65 1.38
H -0.53 2.05 0.79
H -1.11 3.45 0.89
O 2.15 -1.25 1.01
H 2.57 -1.95 1.50
H 1.86 -0.62 1.68
O 0.32 1.66 -3.01
H 0.31 1.34 -2.08
H 0.01 2.57 -3.10
```

Per-atom Mulliken charges, elementary charge units:
1. O -0.6396
2. H 0.3483
3. H 0.2686
4. O -0.6387
5. H 0.3052
6. H 0.4293
7. O -0.5917
8. H 0.2485
9. H 0.3284
10. O -0.6630
11. H 0.3462
12. H 0.2704
13. O -0.6551
14. H 0.2986
15. H 0.3144
16. O -0.6065
17. H 0.3202
18. H 0.2980
19. O -0.6368
20. H 0.4705
21. H 0.3086
22. O -0.6307
23. H 0.2944
24. H 0.2166
25. O -0.6896
26. H 0.3764
27. H 0.3090